1.
The following is a DFT calculation (wB97M-V/def2-TZVPD) of the molecule C7H9N in a non-equilibrium geometry.

Structure (XYZ):
```
17
Properties=species:S:1:pos:R:3:forces:R:3
C -0.906644 -1.564345 -0.222686 0.6564 2.1440 0.0974
C -1.443122 -0.509814 -0.837895 5.7800 0.8357 5.1440
C -0.814068 0.780842 -0.090719 -2.9016 -3.1887 -0.8618
N 0.059861 1.544482 -0.819592 4.2028 5.0818 -0.4840
C 1.414910 0.736445 -0.799470 -1.7575 -2.9695 0.1701
C 1.294790 -0.166098 0.575201 1.4194 -0.6105 0.2016
C 0.127514 -1.240822 0.894813 -3.2426 -1.8292 0.4170
C -0.100891 0.189193 1.060782 0.8265 2.4484 4.1386
H -1.253720 -2.494760 -0.441155 -0.4803 -2.9083 -0.4113
H -2.183403 -0.372395 -1.457283 -3.6444 0.1798 -3.5618
H -1.741978 1.237542 0.229758 0.2243 1.0888 0.1137
H 0.160393 2.562518 -0.321666 -0.0043 -3.2461 -1.5194
H 1.149006 0.006927 -1.570115 0.2553 -0.0077 -0.2845
H 2.490749 0.996582 -1.097630 -1.9259 0.8853 0.9101
H 2.316148 -0.591891 1.052206 -2.6115 2.0037 -0.4397
H -0.128221 -2.001374 1.909329 1.9327 2.2351 -3.0493
H -0.441321 0.886968 1.936123 1.2707 -2.1425 -0.5807
```
Forces are in eV/Å.

Properties
HOMO level, eV: -8.8
Energy relative to the best compared isomer or geometry (same formula, charge and spin), kJ/mol: 579.98
Structure (SMILES): C1=C[C@@H]2NC[C@@H]3[C@H]1[C@@H]32
Gap between HOMO and LUMO, eV: 9.7
Energy, hartree: -326.67007

***

2.
The following is a DFT calculation (wB97M-V/def2-TZVPD) of a structure of composition C7H9N in a non-equilibrium geometry.

Structure (XYZ):
```
17
Properties=species:S:1:pos:R:3:forces:R:3
C 2.147359 -0.785770 1.379970 -0.2469 0.0332 0.2588
C -2.147418 0.902157 -0.968179 -0.1808 0.3100 -0.6539
C 0.999448 -0.090626 0.707081 -0.0424 1.9948 1.9136
C 0.239325 -0.615565 -0.340800 -2.5545 3.4949 -0.3338
C -0.761964 1.022513 -0.513659 1.0938 -2.5139 -1.9665
C -0.017488 1.896379 0.131185 -1.0858 -0.5698 0.5971
C -0.167648 -1.758174 -0.859738 -0.1962 -0.6158 0.0563
N 0.715681 1.183692 1.058245 3.3118 -1.8835 -0.3969
H -0.004655 2.981616 0.116157 -0.3692 -0.1862 0.3767
H 3.072486 -0.226276 1.217438 -0.0862 -0.1339 0.0253
H 1.961710 -0.821698 2.456680 0.1072 -0.0267 -0.0492
H 2.267580 -1.803088 1.008137 0.0115 0.0391 0.0279
H -2.509855 1.865801 -1.347665 -0.0326 -0.0857 0.0992
H -2.791599 0.611894 -0.131047 0.0784 0.0069 -0.0793
H -2.254811 0.153871 -1.757126 -0.0345 -0.0035 0.0571
H -0.185022 -2.682599 -0.288038 0.8286 -0.1650 -0.2176
H -0.563128 -1.834126 -1.868641 -0.6022 0.3053 0.2853
```
Forces are in eV/Å.

Properties
HOMO level (alpha / beta), eV: -8.0 / -8.0
Energy relative to the best compared isomer or geometry (same formula, charge and spin), kJ/mol: 436.80
Gap between HOMO and LUMO (alpha / beta), eV: 7.6 / 7.6
Energy, hartree: -326.72460

***

3.
The following is a DFT calculation (wB97M-V/def2-TZVPD) of the molecule C7H9N in a non-equilibrium geometry.

Structure (XYZ):
```
17
Properties=species:S:1:pos:R:3:forces:R:3
C -1.576957 0.349874 0.997192 -0.2161 1.1723 -1.0844
C -0.585818 -0.189217 -0.046017 -0.5084 3.1683 -0.1998
C 0.111146 0.699443 -1.144777 -3.0204 2.8142 3.3997
C 1.266978 1.379523 -0.401298 0.8768 -0.0809 -0.2546
N 2.194054 0.697619 0.179788 -0.3195 1.4789 0.1849
C 1.919098 -0.629344 0.334375 -6.3138 -2.2624 1.1313
C 0.452619 -0.931357 0.540646 7.6274 -0.8580 -0.3289
C -0.605009 -1.662901 -0.149023 0.0280 -1.1694 -1.3861
H -2.639709 0.058806 0.779725 0.9529 0.5233 0.2342
H -1.426300 1.448436 1.030108 -0.6347 -0.4344 -0.0063
H -1.263017 0.022771 1.977799 -0.1822 -0.4203 0.2718
H -0.593983 1.477714 -1.534237 0.5656 -0.5130 0.2822
H 0.484211 0.206655 -1.948459 1.0720 -2.0160 -2.2726
H 1.367852 2.474720 -0.338573 -0.1512 -0.4630 -0.2849
H 2.684336 -1.363265 0.547330 0.1072 0.1595 -0.1802
H -0.339225 -1.909918 -1.195713 -0.3667 -1.0405 0.9236
H -1.450269 -2.129562 0.371142 0.4831 -0.0585 -0.4301
```
Forces are in eV/Å.

Properties
HOMO level, eV: -8.0
Energy relative to the best compared isomer or geometry (same formula, charge and spin), kJ/mol: 432.18
Structure (SMILES): C[C@@]12CC=NC=C1C2
Gap between HOMO and LUMO, eV: 7.8
Energy, hartree: -326.72636

***

4.
The following is a DFT calculation (wB97M-V/def2-TZVPD) of the molecule C7H9N in a non-equilibrium geometry.

Structure (XYZ):
```
17
Properties=species:S:1:pos:R:3:forces:R:3
C -1.581979 0.008979 -2.771370 0.6636 0.1017 -0.1002
C -1.077586 0.091682 -1.363236 0.0541 0.0003 0.2067
C 0.153708 -0.180428 -0.937683 0.0967 1.0310 0.1642
C 0.522517 0.020862 0.475937 0.1634 -1.1562 0.2604
C -0.205304 -0.556278 1.576834 -0.1584 0.3626 -1.0428
C 0.504095 -0.311313 2.709617 0.5581 -0.0155 0.4925
N 1.666591 0.331619 2.347924 -0.4486 -0.1685 0.3233
C 1.689723 0.510312 0.998454 0.1775 0.4287 -0.4170
H -1.304209 0.932432 -3.289584 -0.4146 0.0920 -0.0240
H -1.075632 -0.773155 -3.336536 -0.0683 -0.1926 0.0961
H -2.654651 -0.151459 -2.819488 -0.0557 0.0769 -0.0670
H -1.739809 0.510270 -0.606067 -0.1959 -0.2279 -0.1534
H 0.969077 -0.390378 -1.624557 -0.1637 -0.3521 -0.1021
H -1.109230 -1.110064 1.369365 -0.0398 0.0290 0.6100
H 0.383774 -0.558485 3.754442 -0.3106 -0.0851 -0.1845
H 2.347103 0.629418 3.021161 0.1385 0.1067 -0.1882
H 2.511820 0.995988 0.494791 0.0036 -0.0308 0.1260
```
Forces are in eV/Å.

Properties
HOMO level, eV: -7.9
Energy relative to the best compared isomer or geometry (same formula, charge and spin), kJ/mol: 95.79
Structure (SMILES): C/C=C/c1cc[nH]c1
Gap between HOMO and LUMO, eV: 9.0
Energy, hartree: -326.85449

***

5.
The following is a DFT calculation (wB97M-V/def2-TZVPD) of a structure of composition C7H9N in a non-equilibrium geometry.

Structure (XYZ):
```
17
Properties=species:S:1:pos:R:3:forces:R:3
C 0.964599 -1.988772 0.857385 3.8593 -5.8387 5.2941
C 0.256091 -1.163969 0.037376 -1.6626 1.1093 -4.4648
C -1.176167 -0.853334 0.123747 -1.0978 -0.1686 -0.7927
C -0.194809 0.055397 0.622174 2.5828 3.4507 0.1404
C 0.356350 1.184050 -0.196674 -3.9053 4.4004 -1.3278
C -0.760178 2.059330 -0.685922 2.4185 -0.1592 -0.3613
C -0.124506 3.119195 -1.519091 3.9728 4.5559 -6.0164
H 2.019740 -1.963475 0.475094 -0.6991 -0.4934 0.6833
H 1.162968 -1.675900 2.212698 -1.1257 -0.9541 -4.3432
H 0.551998 -3.098089 0.751037 1.2649 1.9071 0.7732
H 0.543756 -1.151099 -1.038007 0.3953 0.3222 0.9247
H -1.852849 -0.617106 -0.646019 -0.0951 0.1863 -1.4395
H -1.645513 -1.404085 0.830354 -1.6144 -1.4176 2.4300
H -0.115241 0.021400 1.693021 0.4241 0.6944 0.2521
H 1.609575 1.506944 -0.530445 -4.3954 -1.2794 1.3479
H -2.131760 2.122916 -0.658519 4.9995 -0.7281 0.3024
N 0.535944 3.846597 -2.328208 -5.3217 -5.5873 6.5978
```
Forces are in eV/Å.

Properties
HOMO level, eV: -9.1
Energy relative to the best compared isomer or geometry (same formula, charge and spin), kJ/mol: 771.61
Gap between HOMO and LUMO, eV: 9.1
Energy, hartree: -326.59708

***

6.
The following is a DFT calculation (wB97M-V/def2-TZVPD) of the molecule C7H9N in a non-equilibrium geometry.

Structure (XYZ):
```
17
Properties=species:S:1:pos:R:3:forces:R:3
C 1.644330 0.670187 -1.128611 -0.0639 2.4078 -0.1478
C 0.625698 0.388343 -0.316766 6.3082 -0.5949 -1.9701
C -0.735637 0.579637 -0.293401 -6.7594 6.8755 -1.6189
C -0.823547 0.849501 1.136402 -2.9355 1.8007 2.8338
C 0.020048 0.127862 1.809426 1.2066 -0.5288 1.2067
C 0.703062 -0.683932 0.756817 -0.3802 -0.0730 -0.9660
N -0.423140 -1.512249 0.100750 -2.8232 0.3577 6.1591
C -1.238670 -0.749311 -0.744900 -1.6984 1.4997 -4.8137
H 1.822021 1.582778 -1.804628 -0.9805 -1.7376 0.7598
H 2.530824 0.177610 -0.843976 1.2404 -0.4293 0.0193
H -1.304569 1.571509 -0.747380 1.8804 -2.5593 0.0766
H -1.471198 1.558656 1.712221 0.2781 -0.5667 -1.2108
H 0.145122 0.296438 2.862331 0.4126 -0.7099 0.3044
H 1.699785 -1.218002 0.905035 -1.7212 0.5252 -0.1906
H 0.017406 -2.001418 -0.486885 4.3578 -5.9264 -5.0076
H -2.461525 -0.889423 -0.946677 3.3407 0.0349 1.4030
H -0.750010 -0.748186 -1.969760 -1.6624 -0.3756 3.1631
```
Forces are in eV/Å.

Properties
HOMO level, eV: -8.8
Energy relative to the best compared isomer or geometry (same formula, charge and spin), kJ/mol: 580.18
Structure (SMILES): C=C1[C@@H]2C=C[C@H]1NC2
Gap between HOMO and LUMO, eV: 9.8
Energy, hartree: -326.66999

***

7.
The following is a DFT calculation (wB97M-V/def2-TZVPD) of the molecule C7H9N in a non-equilibrium geometry.

Structure (XYZ):
```
17
Properties=species:S:1:pos:R:3:forces:R:3
C 0.181430 -1.649200 2.107437 3.3625 5.0277 -5.2063
N -0.242457 -0.248734 1.725382 0.4236 -0.9788 0.4463
C -0.109174 0.152764 0.340913 -1.5691 -0.8997 5.0401
C 0.583705 -0.532759 -0.578776 2.3198 -4.3802 -1.9627
C 0.683340 -0.048154 -1.874616 1.3560 -1.8099 0.3774
C 0.061061 1.114982 -2.219854 1.8384 0.3475 -5.8431
C -0.655055 1.750246 -1.309691 -2.1417 5.4122 3.3611
C -0.729618 1.308040 0.026384 -1.5904 2.4801 -1.2091
H -0.231460 -2.239132 1.439387 -2.5980 -3.6349 -2.5357
H 1.243946 -1.884544 2.006274 0.3379 0.8521 -0.1860
H 0.016336 -1.749409 3.027398 -2.0704 -1.2872 7.3455
H -1.121590 -0.003060 2.253590 1.4356 -0.1515 -1.4780
H 1.061416 -1.656277 -0.482838 -1.2446 3.1972 0.4857
H 1.366723 -0.678835 -2.475866 -0.8085 0.8906 -0.3316
H 0.209357 1.550595 -3.345243 -0.4556 -1.0508 2.9872
H -0.992933 2.911196 -1.427637 0.4274 -3.1512 -0.2775
H -1.325025 1.902280 0.787754 0.9772 -0.8634 -1.0135
```
Forces are in eV/Å.

Properties
HOMO level, eV: -8.1
Energy relative to the best compared isomer or geometry (same formula, charge and spin), kJ/mol: 255.96
Structure (SMILES): CNc1ccccc1
Gap between HOMO and LUMO, eV: 9.1
Energy, hartree: -326.79348

***

8.
The following is a DFT calculation (wB97M-V/def2-TZVPD) of the molecule C7H9N in a non-equilibrium geometry.

Structure (XYZ):
```
17
Properties=species:S:1:pos:R:3:forces:R:3
C -0.674342 0.423611 -1.178720 -2.3850 3.3231 -0.9052
C -1.099602 1.249728 -0.135413 2.1481 -0.0757 1.0520
C -0.737674 0.229413 1.071063 -2.4508 1.3969 -0.9737
N -1.236081 -1.054930 0.517684 -4.3982 1.3393 1.4043
C -0.668587 -0.983117 -0.761540 3.4432 -0.2674 -1.5537
C 1.042423 -0.990088 -0.148033 -0.5649 -0.6824 -2.0201
C 1.767303 0.445104 -0.157309 -0.4791 -0.3434 -0.3083
C 0.762667 -0.029010 0.879714 1.9861 -0.4919 6.7928
H -0.274092 0.765250 -2.172876 -0.9680 -0.4373 0.9373
H -1.092204 2.450934 0.164061 0.1338 -3.3926 -1.6421
H -1.250856 0.475116 2.122686 1.7318 -0.5711 -2.2577
H -2.293332 -0.698353 0.401667 2.3104 -1.7694 0.1151
H -0.923472 -1.792323 -1.521294 0.4996 1.1224 1.1723
H 1.483293 -2.023079 -0.330983 -0.4237 1.6899 1.1325
H 1.314949 1.041216 -0.995572 1.0651 -0.1463 1.2906
H 2.868368 0.700596 0.143214 -2.2459 -1.0725 -0.6606
H 1.011245 -0.210067 2.101646 0.5974 0.3786 -3.5754
```
Forces are in eV/Å.

Properties
HOMO level, eV: -8.8
Energy relative to the best compared isomer or geometry (same formula, charge and spin), kJ/mol: 606.43
Structure (SMILES): C1=C[C@H]2N[C@@H]1[C@H]1C[C@H]12
Gap between HOMO and LUMO, eV: 9.8
Energy, hartree: -326.65999

***

9.
The following is a DFT calculation (wB97M-V/def2-TZVPD) of the molecule C7H9N in a non-equilibrium geometry.

Structure (XYZ):
```
17
Properties=species:S:1:pos:R:3:forces:R:3
C 0.026020 1.245553 -1.862776 0.9610 -1.1107 0.7831
C 0.338909 -0.298901 -1.752011 -0.6678 2.8382 -3.5139
C 1.328379 -0.750023 -1.025152 -1.9702 2.2219 -4.5681
N 1.554305 -1.267499 -0.021963 4.0010 -2.5486 4.1954
C 0.349071 -1.614244 0.702517 1.7749 -0.4444 3.2678
C -0.960456 -1.032462 0.303928 0.5888 -1.0958 1.0279
C -0.320062 -0.496140 1.300474 -1.6414 2.7223 1.2734
C -0.335523 0.762313 2.250959 0.2369 -1.5112 -2.9914
H -0.623036 1.438031 -2.748497 0.1893 0.0103 1.1396
H -0.352310 1.510732 -0.838940 -0.1751 0.3535 -1.3227
H 0.990687 1.781000 -2.013881 -0.7775 -0.1814 0.0314
H 0.087440 -0.812500 -2.672849 -0.0534 -0.4164 0.0953
H 0.840242 -2.313042 1.421304 -1.9832 -0.7274 -0.4493
H -1.919590 -1.272376 -0.028455 -1.0743 -0.1707 -0.8802
H -1.360988 1.008545 2.590914 0.8229 -0.5314 0.3490
H -0.133471 1.528227 1.446210 0.3660 -0.2357 1.3611
H 0.490382 0.582787 2.948219 -0.5980 0.8274 0.2015
```
Forces are in eV/Å.

Properties
HOMO level, eV: -8.3
Energy relative to the best compared isomer or geometry (same formula, charge and spin), kJ/mol: 616.52
Structure (SMILES): CC=C=N[C@@H]1C=C1C
Gap between HOMO and LUMO, eV: 9.3
Energy, hartree: -326.65615

***

10.
The following is a DFT calculation (wB97M-V/def2-TZVPD) of the ion C7H9N2 with charge +1 in a non-equilibrium geometry.

Structure (XYZ):
```
18
Properties=species:S:1:pos:R:3:forces:R:3
C -2.278439 0.571949 -0.149813 2.9860 -0.7759 -0.8546
C -1.681035 -0.809199 0.102626 -1.3984 -0.8626 2.7839
N -0.315184 -0.522204 -0.050048 2.1224 0.3795 -0.4675
C 0.865386 -1.419784 -0.118153 0.6121 2.1875 2.4642
C 2.016931 -0.497744 0.149701 -3.3846 3.6614 0.3944
C 1.504039 0.765186 0.492890 -0.8345 -2.5035 -1.0673
C 2.920272 0.684299 0.006973 2.8591 1.0506 -1.0762
C -0.069419 0.785431 0.175938 4.9802 -1.9918 0.1043
N -1.148847 1.512761 0.149601 -1.2680 1.4200 -0.3375
H -2.545306 0.572273 -1.164207 -0.1276 0.6101 -1.6705
H -3.094410 0.802700 0.370243 -3.1699 0.8697 2.4511
H -1.812637 -1.259157 1.160083 -0.2394 0.9411 -1.3398
H -2.103497 -1.526574 -0.560805 -0.0010 -0.5507 -0.7578
H 0.872736 -1.982955 -0.976998 0.0398 -1.3633 -1.9492
H 1.004487 -2.005037 0.789555 -0.8712 -0.8274 0.0268
H 3.233435 1.141663 -1.003647 -0.6860 -1.0148 1.2608
H 3.890409 0.639156 0.655579 -2.2577 0.5770 -0.5523
H -1.258929 2.547244 -0.029513 0.6386 -1.8069 0.5872
```
Forces are in eV/Å.

Properties
HOMO level, eV: -13.5
Energy relative to the best compared isomer or geometry (same formula, charge and spin), kJ/mol: 481.07
Structure (SMILES): C1CN2CC3=C(C3)C2=[NH+]1
Gap between HOMO and LUMO, eV: 9.3
Energy, hartree: -381.22047
Net charge: +1